(1)
Computed, not measured: a molecular structure, C7H12IO3S at a distorted geometry, with ωB97M-V/def2-TZVPD.

```
24
Properties=species:S:1:pos:R:3:forces:R:3
C -1.128825 1.834242 0.229267 2.28 0.06 -0.60
C -0.885523 1.015282 -1.043655 0.25 -0.07 0.19
C -0.016959 -0.269049 -0.873868 -1.23 0.33 -0.05
C -0.906333 -1.473797 -1.231632 -0.14 0.04 0.38
C 0.579610 -0.456401 0.533862 1.09 -2.15 -0.93
S -0.589487 -1.127408 1.777488 -0.33 0.85 0.66
C 1.626439 0.560660 1.021293 -0.54 0.57 1.96
O 2.856246 -0.162327 1.173126 0.66 0.32 -1.34
C 2.766820 -1.163182 0.250538 -0.65 -0.36 0.52
O 3.615224 -1.602751 -0.466360 -0.10 0.20 0.76
O 1.492778 -1.609730 0.332743 0.28 -0.28 -1.13
H -0.178796 2.309551 0.545518 -0.11 -0.19 0.10
H -1.765925 2.663194 -0.038679 -0.20 0.09 0.15
H -1.651489 1.276834 1.057565 1.86 0.57 -1.22
H -1.860050 0.714899 -1.432368 -0.05 -0.01 0.05
H -0.442938 1.639449 -1.825822 0.05 0.10 0.08
H 0.804778 -0.245256 -1.593853 0.29 0.08 0.28
H -1.058775 -1.555932 -2.307328 0.18 0.03 -0.06
H -1.886765 -1.313886 -0.783828 -0.05 -0.04 0.03
H -0.530580 -2.413249 -0.830338 0.19 -0.08 -0.27
H -0.355886 -2.443145 1.621548 0.33 0.30 -0.32
H 1.785577 1.454978 0.426063 -0.11 -0.25 -0.51
H 1.374674 0.885892 2.029421 -0.16 0.19 -0.07
I -3.643816 1.481127 1.429298 -3.79 -0.28 1.34
```
Forces are in eV/Å.

## Properties
calculated total energy: -32532.87391 eV
charge: -1
frontier orbital gap: 5.929 eV
highest occupied orbital energy: -3.035 eV



(2)
Computed, not measured: a gas-phase ion, C7H12N (charge +1) at a distorted geometry, with ωB97M-V/def2-TZVPD.

```
20
Properties=species:S:1:pos:R:3:forces:R:3
C 2.489066 -0.030363 -0.271741 2.43 1.89 -0.08
C 1.116627 -0.448098 -0.024344 -2.24 2.79 1.22
C 0.055386 0.404155 0.345157 1.90 -0.39 -1.56
C 0.021133 1.949350 0.408302 2.03 -2.16 -0.11
C -1.151287 -0.452725 0.515056 -1.23 1.68 0.08
N -2.296169 0.071691 -0.510010 2.28 -3.33 -0.86
C -0.682546 -1.827404 0.170585 -0.38 -1.28 -0.27
C 0.661366 -1.826086 -0.002379 -1.37 -0.28 0.34
H 3.206292 -0.889098 -0.240039 -0.54 0.88 0.10
H 2.738576 0.750592 0.530346 0.07 -1.28 -0.80
H 2.745817 0.594194 -1.214271 -0.94 -1.31 1.13
H -0.099422 2.384811 -0.567992 0.35 0.15 -0.69
H 1.034016 2.223475 0.818564 -1.34 0.40 -0.20
H -0.825954 2.302704 0.932781 -0.53 0.42 1.26
H -1.707019 -0.112180 1.414039 0.87 -1.51 0.38
H -1.583566 0.373751 -1.192977 -1.36 1.20 -0.24
H -2.983994 0.656036 -0.051322 0.14 0.57 -0.59
H -2.699550 -0.803084 -0.925322 -0.17 1.19 0.57
H -1.375638 -2.639379 -0.097135 0.46 0.18 0.84
H 1.336858 -2.682336 -0.037301 -0.43 0.19 -0.51
```
Forces are in eV/Å.

## Properties
SMILES: CC1=C(C)[C@@H]([NH3+])C=C1
calculated total energy: -8934.91555 eV
charge: +1
ΔE to the lowest compared entry with this formula, charge and spin: 48.1 kcal/mol
frontier orbital gap: 8.023 eV
highest occupied orbital energy: -12.345 eV



(3)
Computed, not measured: 2 unconnected molecules or ions with the total composition C7H12N at a distorted geometry, with ωB97M-V/def2-TZVPD.

```
20
Properties=species:S:1:pos:R:3:forces:R:3
C -1.402824 1.150351 2.521099 0.35 -0.98 -1.85
C 1.617757 0.818789 0.960303 2.72 1.34 -2.12
C -0.378442 0.075554 2.263652 -1.73 -1.42 0.87
C 0.533845 0.252397 1.367131 0.54 0.75 1.50
C -0.069350 -0.888320 -3.105081 2.74 -0.42 0.18
C -0.242026 0.283479 -2.189190 -1.94 0.53 1.02
C 0.195660 -0.994010 -1.677502 -0.28 0.84 -0.15
N 0.532159 -1.551009 -0.607997 1.01 -0.18 2.27
H -1.200572 1.446321 3.553941 -0.62 0.56 -0.25
H -1.111532 1.840904 1.682213 -0.98 0.33 1.49
H 1.854485 0.824489 -0.179990 -0.01 0.12 2.22
H 2.359408 1.329655 1.688206 -1.32 -0.97 -1.42
H -0.515462 -0.891209 2.767293 0.23 0.29 -0.13
H -0.901444 -1.323809 -3.516634 -1.89 -0.96 -0.95
H 0.837058 -1.052526 -3.670979 0.15 0.26 -0.29
H 0.187337 1.308669 -2.119989 -0.12 -1.16 -0.24
H -1.345877 0.171793 -1.968158 0.94 1.22 0.05
H -2.419502 0.700506 2.322451 0.91 0.86 0.61
H 0.778001 -2.511419 -0.423830 -0.13 -0.60 -1.00
H 0.691320 -0.990604 0.333062 -0.59 -0.42 -1.82
```
Forces are in eV/Å.

## Properties
calculated total energy: -8932.11507 eV
charge: +1
ΔE to the lowest compared entry with this formula, charge and spin: 112.7 kcal/mol
frontier orbital gap: 9.649 eV
highest occupied orbital energy: -13.530 eV